Record 1
74
Properties=species:S:1:pos:R:3 method="wB97M-V/def2-TZVPD" e_tot_ev=-103113.908 homo_ev=-17.33 total_charge=+3 gap_ha=0.2775
Pt 0.04 -2.35 1.05
C -1.36 -3.17 3.43
N 0.04 -2.79 3.07
C 0.45 -1.63 3.90
C 0.99 -3.92 3.28
C 0.84 -4.86 2.13
N 1.01 -4.09 0.86
C 2.45 -3.77 0.62
C 0.53 -4.97 -0.25
H -1.36 -3.57 4.45
H -1.74 -3.93 2.74
H -1.99 -2.29 3.38
H 0.36 -1.91 4.96
H -0.20 -0.79 3.70
H 1.49 -1.39 3.69
H 0.79 -4.41 4.23
H 1.99 -3.50 3.33
H -0.14 -5.33 2.10
H 1.58 -5.66 2.17
H 3.02 -4.70 0.58
H 2.84 -3.14 1.41
H 2.54 -3.26 -0.34
H 0.97 -5.96 -0.10
H 0.88 -4.58 -1.20
H -0.55 -5.04 -0.22
F -3.73 1.45 1.32
C -3.54 0.61 0.34
F -4.22 -0.50 0.49
F -3.74 1.17 -0.82
S -1.71 0.10 0.43
O -1.51 -0.53 1.73
O -0.98 1.44 0.39
N -1.19 -0.75 -0.74
S -1.97 -2.07 -1.36
O -3.17 -1.75 -2.03
O -1.92 -3.12 -0.38
C -0.70 -2.41 -2.68
F -0.73 -1.45 -3.57
F -1.01 -3.56 -3.22
F 0.52 -2.47 -2.13
Cl 1.64 -0.03 1.05
C 2.16 0.66 -0.48
C 3.37 0.23 -0.96
C 3.88 0.75 -2.15
C 3.15 1.70 -2.84
C 1.92 2.13 -2.36
C 1.40 1.60 -1.17
P -0.07 2.49 -0.64
C 0.26 3.90 0.35
C 0.43 3.83 1.74
C 0.79 4.96 2.44
C 1.00 6.16 1.76
C 0.84 6.23 0.38
C 0.47 5.11 -0.34
C -1.17 2.76 -1.96
C -1.20 1.89 -3.06
C -2.11 2.11 -4.07
C -2.99 3.18 -3.98
C -2.98 4.04 -2.88
C -2.08 3.83 -1.86
H 3.95 -0.50 -0.40
H 4.84 0.42 -2.52
H 3.54 2.13 -3.76
H 1.38 2.88 -2.91
H 0.27 2.90 2.27
H 0.91 4.92 3.51
H 1.29 7.04 2.31
H 0.99 7.16 -0.14
H 0.36 5.17 -1.41
H -0.51 1.06 -3.11
H -2.14 1.45 -4.93
H -3.70 3.36 -4.78
H -3.68 4.86 -2.83
H -2.08 4.47 -0.99

***

Record 2
67
Properties=species:S:1:pos:R:3 method="wB97M-V/def2-TZVPD" e_tot_ev=-65829.143 smiles="C[Si](C)(C)OCC[C@@H](C#N)[C@@](C#N)(CCCF)CC(=O)Cl.O=C1C=CC(=O)C=C1.O=C1C=CC(=O)C=C1" homo_ev=-9.72 gap_ha=0.2966
C -0.97 -1.37 0.70
Si -1.64 -1.06 -1.04
C -3.52 -1.39 -0.95
C -1.51 0.80 -1.47
O -1.05 -2.09 -2.27
C 0.14 -2.81 -1.98
C 1.48 -2.02 -2.27
C 2.09 -1.33 -1.00
C 2.24 -2.28 0.18
N 2.40 -3.13 0.90
C 3.51 -0.66 -1.30
C 3.89 -0.76 -2.78
N 4.16 -1.08 -3.82
C 3.55 0.87 -0.96
C 2.45 1.71 -1.73
C 1.85 2.71 -0.71
F 0.89 2.11 0.11
C 4.68 -1.34 -0.48
C 6.09 -0.79 -0.89
O 6.70 -1.22 -1.77
Cl 6.82 0.55 0.11
H -1.80 -1.16 1.40
H -0.12 -0.69 0.93
H -0.70 -2.44 0.90
H -3.73 -2.38 -0.48
H -4.02 -0.62 -0.33
H -3.98 -1.35 -1.96
H -1.61 1.35 -0.51
H -2.35 1.09 -2.13
H -0.54 0.98 -1.97
H 0.15 -3.32 -0.99
H 0.17 -3.64 -2.73
H 2.21 -2.81 -2.57
H 1.29 -1.28 -3.07
H 1.44 -0.50 -0.64
H 4.52 1.29 -1.31
H 3.51 1.08 0.13
H 1.70 1.06 -2.22
H 2.92 2.31 -2.54
H 2.66 3.05 -0.02
H 1.48 3.63 -1.20
H 4.75 -2.43 -0.67
H 4.59 -1.12 0.61
C -3.29 4.97 -0.73
C -3.60 6.17 -1.24
C -4.65 6.32 -2.27
O -4.93 7.40 -2.74
C -5.35 5.09 -2.72
C -5.04 3.89 -2.21
C -3.99 3.75 -1.18
O -3.71 2.66 -0.71
H -2.53 4.85 0.03
H -3.10 7.07 -0.92
H -6.11 5.21 -3.48
H -5.54 2.99 -2.53
C -1.51 -2.31 5.78
C -0.94 -2.97 6.78
C 0.22 -3.87 6.54
O 0.74 -4.47 7.46
C 0.71 -4.00 5.15
C 0.13 -3.34 4.15
C -1.02 -2.44 4.38
O -1.55 -1.84 3.47
H -2.36 -1.65 5.93
H -1.28 -2.88 7.80
H 1.55 -4.66 5.00
H 0.48 -3.43 3.13

***

Record 3
60
Properties=species:S:1:pos:R:3 method="wB97M-V/def2-TZVPD" e_tot_ev=-53561.979 homo_ev=-15.00 total_charge=+2 gap_ha=0.2803
C 0.65 -5.30 -0.82
C -0.45 -6.17 -0.23
C 0.63 -5.34 -2.36
C 2.03 -5.69 -0.32
Cl 0.35 -3.72 -0.25
H 0.77 -6.37 -2.69
H 1.41 -4.73 -2.81
H -0.31 -4.97 -2.77
H -0.31 -7.23 -0.40
H -1.42 -5.90 -0.65
H -0.53 -6.02 0.84
H 2.25 -6.75 -0.46
H 2.13 -5.46 0.73
H 2.80 -5.12 -0.83
C -1.78 1.04 -1.71
C -1.24 0.60 -2.96
C -1.27 -0.85 -2.97
H -0.87 1.22 -3.77
C -1.85 -1.30 -1.75
C -2.19 -0.16 -0.96
H -2.77 -0.18 -0.04
H -1.89 2.06 -1.33
H -0.94 -1.51 -3.78
H -2.12 -2.33 -1.53
C 2.45 0.74 -0.90
C 1.91 1.19 -2.17
C 1.76 0.02 -3.00
H 1.68 2.21 -2.44
C 2.15 -1.13 -2.25
C 2.58 -0.70 -0.96
H 3.06 -1.34 -0.22
H 2.80 1.34 -0.08
H 1.46 -0.01 -4.05
H 2.23 -2.16 -2.61
Zr 0.15 0.19 -1.02
N -0.11 0.69 1.06
S 0.66 2.16 1.38
C -0.45 3.33 0.60
C -1.79 3.39 0.98
C -2.64 4.28 0.33
C -2.14 5.08 -0.70
C -0.81 5.00 -1.10
C 0.05 4.10 -0.46
C 0.30 2.33 3.10
C 1.26 3.06 3.82
C 1.00 3.38 5.14
C -0.17 2.92 5.75
C -1.08 2.13 5.05
C -0.85 1.80 3.71
H -0.53 0.20 1.85
H -2.15 2.75 1.79
H -3.68 4.34 0.63
H -2.81 5.79 -1.20
H -0.42 5.62 -1.91
H 1.10 4.00 -0.74
H 2.16 3.38 3.29
H 1.73 3.97 5.68
H -0.38 3.18 6.79
H -1.99 1.77 5.52
H -1.56 1.17 3.16

***

Record 4
65
Properties=species:S:1:pos:R:3 method="wB97M-V/def2-TZVPD" e_tot_ev=-45989.656 smiles="CCNc1ccc2c(c1)C(=O)c1cc(CC(=O)F)ccc1C2=O.CCOC(C)=O.CCOC(C)=O" homo_ev=-8.81 gap_ha=0.3059
C -1.84 -6.15 1.99
C -0.50 -6.40 2.67
N 0.62 -6.09 1.77
C 0.97 -4.70 1.70
C 1.14 -3.91 2.84
C 1.47 -2.57 2.74
C 1.59 -1.99 1.49
C 1.42 -2.77 0.34
C 1.13 -4.12 0.45
C 1.51 -2.11 -0.99
O 1.90 -2.68 -1.98
C 1.05 -0.69 -1.01
C 0.43 -0.15 -2.13
C -0.02 1.16 -2.11
C -0.71 1.76 -3.32
C 0.27 2.43 -4.23
O 0.40 3.60 -4.41
F 1.06 1.54 -4.87
C 0.18 1.94 -0.97
C 0.83 1.42 0.15
C 1.25 0.09 0.14
C 1.90 -0.54 1.32
O 2.61 0.08 2.08
H -2.59 -6.84 2.37
H -2.18 -5.12 2.11
H -1.74 -6.34 0.92
H -0.44 -5.86 3.62
H -0.42 -7.46 2.91
H 1.45 -6.62 2.01
H 1.02 -4.35 3.82
H 1.62 -1.98 3.63
H 0.99 -4.73 -0.44
H 0.31 -0.78 -3.00
H -1.21 0.96 -3.86
H -1.45 2.50 -3.02
H -0.14 2.97 -0.95
H 1.00 2.03 1.02
O -1.70 -2.80 1.96
C -2.38 -1.97 2.50
O -3.68 -2.25 2.73
C -4.53 -1.39 3.49
C -5.15 -0.30 2.63
C -1.84 -0.60 2.83
H -4.01 -0.99 4.35
H -5.31 -2.05 3.87
H -4.39 0.37 2.23
H -5.84 0.30 3.23
H -5.69 -0.74 1.80
H -1.90 0.03 1.94
H -0.79 -0.71 3.09
H -2.34 -0.10 3.65
O 1.40 5.17 -0.86
C 2.00 5.67 -1.78
O 1.29 6.35 -2.70
C 1.90 7.09 -3.76
C 2.22 6.20 -4.95
C 3.49 5.50 -1.95
H 2.78 7.63 -3.40
H 1.16 7.84 -4.04
H 2.95 5.44 -4.70
H 2.62 6.80 -5.77
H 1.31 5.70 -5.29
H 3.66 4.55 -2.46
H 3.93 5.44 -0.96
H 3.97 6.30 -2.50

***

Record 5
72
Properties=species:S:1:pos:R:3 method="wB97M-V/def2-TZVPD" e_tot_ev=-79729.928 homo_ev=-11.14 total_charge=+1 gap_ha=0.2845
Zr -0.27 0.56 0.10
O -0.91 3.55 2.22
S -1.10 2.13 2.26
O -1.61 1.55 3.47
O 0.24 1.40 1.91
O -1.89 1.65 1.04
N -0.90 -1.28 3.14
C -1.47 -1.89 2.09
N -1.86 -3.15 2.25
C -2.54 -3.68 1.24
N -2.90 -4.96 1.32
N -2.92 -3.00 0.13
C -2.41 -1.80 0.03
N -1.59 -1.21 0.91
C -2.77 -1.00 -1.17
C -3.80 -1.37 -2.01
C -4.10 -0.56 -3.09
C -3.34 0.58 -3.30
C -2.32 0.87 -2.43
N -2.05 0.11 -1.37
H -0.93 -1.81 4.00
H -0.99 -0.27 3.23
H -2.68 -5.48 2.14
H -3.45 -5.36 0.58
H -4.35 -2.28 -1.80
H -4.91 -0.81 -3.76
H -3.53 1.24 -4.14
H -1.67 1.73 -2.58
C 4.68 -5.52 3.84
C 3.94 -4.33 3.32
C 3.23 -4.40 2.12
C 2.51 -3.33 1.62
C 1.77 -3.50 0.33
C 2.51 -2.13 2.38
C 1.78 -0.97 1.96
O 1.16 -0.88 0.88
C 3.22 -2.04 3.60
C 3.25 -0.78 4.43
C 3.92 -3.14 4.04
H 4.95 -6.21 3.04
H 4.05 -6.07 4.55
H 5.58 -5.22 4.37
H 3.25 -5.33 1.55
H 1.91 -4.52 -0.04
H 2.11 -2.80 -0.43
H 0.70 -3.33 0.46
H 1.75 -0.11 2.63
H 2.25 -0.47 4.75
H 3.69 0.06 3.88
H 3.84 -0.94 5.32
H 4.47 -3.08 4.97
I 1.25 -0.13 -2.23
C -0.78 5.24 -6.64
C -0.78 4.88 -5.19
C -1.76 5.37 -4.33
C -1.75 5.04 -2.98
C -0.73 4.24 -2.49
C 0.26 3.73 -3.32
C 0.22 4.05 -4.67
S -0.74 3.86 -0.76
C 0.51 4.99 -0.16
O 0.00 2.51 -0.72
H -1.73 5.67 -6.95
H -0.58 4.37 -7.26
H 0.00 5.98 -6.85
H -2.55 6.00 -4.72
H -2.53 5.41 -2.32
H 1.02 3.07 -2.93
H 0.98 3.65 -5.33
H 1.42 4.82 -0.72
H 0.62 4.79 0.90
H 0.14 6.00 -0.33

***

Record 6
66
Properties=species:S:1:pos:R:3 method="wB97M-V/def2-TZVPD" e_tot_ev=-97447.482 homo_ev=-10.67 total_charge=+1 gap_ha=0.1925
Pd 0.47 1.13 0.82
S 5.52 1.36 6.03
C 4.40 1.37 4.90
S 4.75 1.20 3.19
C 3.13 1.27 2.59
C 2.09 1.43 3.63
S 0.51 1.54 3.29
S 2.69 1.53 5.25
S 2.83 1.21 1.00
C 0.49 1.36 -1.22
Si 0.07 -0.41 -1.61
C -1.29 -1.01 -0.46
N -1.06 -0.71 0.98
C -0.14 -1.71 1.63
C -0.69 -2.22 2.96
C -2.10 -2.74 2.75
C -3.04 -1.62 2.29
C -2.26 -0.40 1.78
C -0.72 -0.59 -3.30
C -0.04 -1.19 -4.37
C -0.62 -1.29 -5.63
C -1.90 -0.80 -5.84
C -2.59 -0.20 -4.80
C -2.01 -0.10 -3.55
C 1.53 -1.55 -1.52
C 2.85 -1.10 -1.45
C 3.92 -1.98 -1.47
C 3.69 -3.35 -1.59
C 2.39 -3.82 -1.69
C 1.32 -2.93 -1.66
H -0.29 2.08 -1.46
H 1.48 1.70 -1.49
H -1.43 -2.08 -0.63
H -2.22 -0.52 -0.77
H 0.85 -1.29 1.78
H -0.01 -2.56 0.96
H -0.67 -1.43 3.72
H -0.03 -3.02 3.31
H -2.48 -3.21 3.66
H -2.06 -3.53 1.99
H -3.67 -1.28 3.11
H -3.70 -1.98 1.50
H -1.95 0.22 2.62
H -2.91 0.20 1.16
H 0.96 -1.58 -4.22
H -0.07 -1.76 -6.44
H -2.35 -0.88 -6.83
H -3.59 0.18 -4.97
H -2.57 0.39 -2.76
H 3.05 -0.04 -1.42
H 4.94 -1.61 -1.41
H 4.52 -4.04 -1.62
H 2.20 -4.88 -1.80
H 0.31 -3.32 -1.74
C 0.80 4.62 1.14
C -0.59 4.12 0.96
N -0.99 2.88 0.77
C -2.36 2.92 0.62
C -2.80 4.20 0.72
N -1.66 4.95 0.94
H 1.50 3.81 0.95
H 0.96 5.00 2.15
H 1.01 5.43 0.44
H -2.94 2.03 0.44
H -3.78 4.63 0.66
H -1.63 5.94 1.07

***

Record 7
68
Properties=species:S:1:pos:R:3 method="wB97M-V/def2-TZVPD" e_tot_ev=-68797.038 homo_ev=-8.00 gap_ha=0.2604
Pd 0.44 -1.12 -0.50
O -2.60 0.47 0.31
S -1.63 1.51 0.44
O -1.79 2.70 -0.35
N -0.14 0.88 0.31
C 0.95 1.76 0.36
C 0.92 3.11 0.71
C 2.10 3.87 0.77
C 3.33 3.34 0.50
C 3.40 1.98 0.15
C 4.63 1.34 -0.14
C 4.65 0.02 -0.49
C 3.43 -0.68 -0.55
N 2.28 -0.12 -0.27
C 2.22 1.20 0.07
C -1.70 2.01 2.15
C -1.04 1.28 3.12
C -1.19 1.62 4.46
C -2.01 2.69 4.81
C -2.67 3.42 3.83
C -2.51 3.09 2.49
H -0.02 3.58 0.91
H 2.02 4.92 1.03
H 4.23 3.93 0.55
H 5.55 1.91 -0.07
H 5.57 -0.50 -0.72
H 3.41 -1.72 -0.84
H -0.41 0.44 2.82
H -0.68 1.06 5.22
H -2.15 2.94 5.85
H -3.30 4.25 4.10
H -3.01 3.64 1.70
N -0.98 -4.86 0.16
C -1.08 -4.80 1.62
C 0.29 -4.71 2.31
C 1.10 -3.42 2.11
C 2.15 -3.44 0.99
N 1.57 -3.14 -0.34
H -1.60 -4.18 -0.26
H -1.25 -5.76 -0.20
H -1.57 -5.69 2.01
H -1.68 -3.94 1.92
H 0.89 -5.57 2.00
H 0.10 -4.82 3.38
H 1.63 -3.21 3.04
H 0.43 -2.57 1.92
H 2.66 -4.40 1.00
H 2.90 -2.67 1.20
H 0.76 -3.75 -0.48
H 2.21 -3.32 -1.10
C -1.94 3.43 -5.04
C -1.82 2.15 -4.26
C -2.96 1.45 -3.86
C -2.85 0.26 -3.15
C -1.59 -0.24 -2.84
C -0.45 0.42 -3.27
C -0.57 1.61 -3.96
S -1.53 -1.84 -2.06
O -0.19 -2.36 -2.41
O -2.64 -2.58 -2.58
O -1.56 -1.82 -0.55
H -2.91 3.90 -4.88
H -1.84 3.23 -6.11
H -1.16 4.13 -4.75
H -3.94 1.85 -4.08
H -3.73 -0.28 -2.83
H 0.52 -0.01 -3.12
H 0.32 2.13 -4.29